(1)
DFT (ωB97M-V/def2-TZVPD) results for C22H30Br2N5O2PS2Zr as an isolated structure in a non-equilibrium geometry.

Calculated values
M = 742.66 g/mol
E_HOMO = -18.3 eV
LUMO = -16.4448 eV
Total charge = +4
Calculated total energy = -7611.31437 Eh
Frontier orbital gap = 1.9 eV

Last column: Löwdin charge in e.
CARTESIAN COORDINATES (ANGSTROEM)
C (6.04220, 0.34218, 2.24245)  -0.0266
C (4.55710, -0.24727, 2.14131)  -0.3692
C (3.42688, 0.90875, 2.24387)  -0.1786
C (1.88492, 0.34881, 2.16705)  -0.1940
C (1.13518, 0.78805, 0.83107)  -0.0726
C (0.99698, 2.22304, 0.53097)  -0.2317
P (1.67759, 3.56656, 1.67216)  0.4747
S (1.19580, 3.28347, 3.53529)  0.3371
C (0.26895, 2.59742, -0.74589)  -0.1467
C (0.08387, 4.11569, -1.02857)  -0.1025
C (-0.98372, 4.67570, 0.02721)  -0.3432
O (-0.73891, 6.06360, 0.31437)  -0.0168
C (-2.49291, 4.50058, -0.44544)  -0.1503
N (-3.29892, 3.85086, 0.61889)  0.0940
C (-0.23784, 1.53699, -1.66345)  -0.4058
Br (-1.14581, 2.08591, -3.27689)  0.9685
C (-0.10491, 0.05743, -1.37919)  -0.1872
N (-0.63007, -0.79225, -2.33573)  0.1929
C (-0.48351, -2.08070, -1.92141)  -0.2039
C (-1.06428, -3.16826, -2.90112)  -0.5830
Br (-3.05240, -3.06516, -2.94495)  0.8197
C (-0.46954, -3.01347, -4.38662)  -0.2394
C (-1.21704, -1.94955, -5.27141)  -0.1395
C (0.14033, -2.54897, -0.65074)  -0.2381
C (0.22083, -4.07268, -0.23509)  -0.1339
C (-1.09904, -4.48654, 0.59406)  -0.3406
S (-2.21976, -3.03751, 0.78631)  1.1040
C (-3.58427, -3.46575, 1.84552)  -0.5256
N (-3.65499, -4.09757, 3.06971)  0.1181
N (-4.95062, -4.08652, 3.37260)  0.1217
C (-5.65310, -3.45467, 2.34474)  0.0504
O (-4.80695, -3.04663, 1.34080)  0.0491
N (0.68899, -1.66280, 0.24445)  0.0572
C (0.55932, -0.30732, -0.12776)  -0.1008
H (6.73685, -0.12613, 1.49763)  0.1101
H (6.03642, 1.44278, 2.02856)  0.1061
H (6.41385, 0.20013, 3.29168)  0.1167
H (4.46090, -0.99193, 3.04914)  0.1044
H (4.53206, -0.79984, 1.09291)  0.0517
H (3.50662, 1.40562, 3.25388)  0.1286
H (3.64238, 1.64681, 1.43393)  0.0885
H (1.93819, -0.77462, 2.28076)  -0.0376
H (1.26594, 0.70620, 3.04418)  0.0973
H (1.26794, 4.87130, 1.28629)  0.0149
H (3.10016, 3.52236, 1.47077)  0.0171
H (-0.33345, 4.33551, -2.03926)  0.0965
H (1.05329, 4.65913, -0.85688)  0.1368
H (-0.89800, 4.14705, 1.02861)  0.1164
H (-1.08172, 6.21838, 1.21306)  0.1260
H (-2.92282, 5.54331, -0.55710)  0.1691
H (-2.61564, 3.91780, -1.39254)  0.0998
H (-4.24350, 3.65395, 0.25713)  0.1174
H (-3.42827, 4.53353, 1.37838)  0.1141
H (-0.81925, -4.20866, -2.58893)  0.0781
H (-0.66370, -4.01564, -4.87070)  0.1289
H (0.64160, -2.87792, -4.38837)  0.1230
H (-2.24491, -2.27013, -5.59292)  0.0708
H (-1.27153, -0.92815, -4.82141)  0.0431
H (-0.61371, -1.84399, -6.22058)  0.1003
H (0.41028, -4.74395, -1.10454)  0.1295
H (1.10827, -4.14971, 0.45880)  0.0956
H (-1.61693, -5.37988, 0.16297)  0.1243
H (-0.71902, -4.80781, 1.60701)  0.1093
H (-6.75386, -3.25186, 2.29552)  0.1900
Zr (3.12119, -1.99508, 1.69349)  1.5760

Cartesian forces, eV/Å:
C -0.2 0.1 0.0
C -0.1 1.2 0.2
C -0.4 -0.8 0.7
C 0.8 1.2 -1.4
C -0.4 0.6 -0.9
C -0.8 -2.8 -2.0
P 0.3 -0.2 0.6
S -0.2 -0.2 0.0
C 0.2 -1.1 0.0
C -0.8 -0.6 0.5
C -0.3 0.7 1.1
O 0.2 -1.3 -0.1
C -0.7 -0.4 0.4
N 0.0 1.4 -1.1
C 0.4 0.8 1.2
Br 0.9 -0.7 1.5
C 0.2 2.4 0.2
N 1.8 -1.8 3.7
C -1.0 -0.8 -0.9
C 1.2 0.4 -0.6
Br 1.0 0.0 0.5
C -1.4 -0.4 -0.3
C 0.7 0.2 -0.8
C 0.8 0.7 0.1
C -0.4 1.4 0.2
C 1.3 -1.0 1.0
S -1.4 -0.6 0.5
C 0.8 -0.4 -0.6
N -1.1 1.1 -2.6
N -1.0 1.2 -1.6
C 1.4 -0.6 0.7
O 0.1 -1.0 2.8
N 0.0 0.6 -2.4
C 0.3 1.0 0.8
H -0.7 0.2 0.8
H -0.2 -1.0 0.2
H -0.2 0.1 -1.0
H -0.1 0.4 -0.7
H 0.6 0.4 0.2
H 0.2 -0.4 -1.1
H -0.2 -0.8 0.7
H -2.1 1.5 0.9
H 0.8 -0.4 -0.7
H 0.2 -0.6 -0.5
H -0.8 0.3 -0.4
H 0.8 -0.3 0.7
H -0.9 -0.4 -0.3
H -0.1 0.0 -1.2
H 0.2 0.3 -0.4
H 0.8 -0.8 -0.4
H 0.2 0.6 0.8
H 0.5 -0.4 0.3
H 0.1 -0.6 0.0
H -0.4 1.0 0.1
H 0.3 1.0 0.5
H -0.9 0.1 0.3
H 1.0 0.2 0.5
H 0.0 -0.9 -0.2
H -0.7 -0.1 0.9
H -0.3 0.6 0.8
H -0.9 -0.1 -0.7
H 0.2 1.0 0.1
H -0.7 0.3 -0.9
H 1.2 -0.3 0.0
Zr -0.1 -1.1 -1.2

(2)
DFT (ωB97M-V/def2-TZVPD) results for C22H30BrF4N6O2SeSr as an isolated structure in a non-equilibrium geometry.

Calculated values
M = 733.00 g/mol
E_HOMO = -4.4 eV
LUMO = 2.6466 eV
Total charge = -1
Energy above the lowest of the compared OMol25 structures with the same formula, charge and spin = 0.0 kcal/mol
Calculated total energy = -6741.24893 Eh
Frontier orbital gap = 7.0 eV

Last column: Löwdin charge in e.
CARTESIAN COORDINATES (ANGSTROEM)
Sr (-0.52147, 0.38690, -0.17668)  1.1237
C (-3.68417, 0.61757, -2.17721)  -0.1206
N (-2.52658, -0.25687, -2.03858)  -0.3301
C (-1.65199, -0.13423, -3.20246)  -0.1130
C (-2.94761, -1.64598, -1.80838)  -0.2107
C (-3.04913, -1.95655, -0.32196)  -0.2611
N (-1.71657, -1.82495, 0.23375)  -0.1165
C (-1.36235, -2.60090, 1.26557)  -0.2267
C (0.01801, -2.86086, 1.47252)  -0.1874
F (0.88848, -2.34032, 0.57007)  0.0045
C (0.50189, -3.62673, 2.49814)  -0.2342
F (1.83087, -3.83906, 2.58423)  0.0684
C (-0.33880, -4.21602, 3.43151)  0.0304
C (-1.68802, -3.97671, 3.26692)  -0.2354
F (-2.56008, -4.49309, 4.16207)  0.0607
C (-2.19144, -3.20761, 2.23920)  -0.1524
F (-3.52964, -2.96547, 2.22549)  0.0472
H (-3.36634, 1.65832, -2.20952)  0.0356
H (-4.34522, 0.49819, -1.31770)  0.0785
H (-4.25790, 0.37375, -3.08639)  0.0858
H (-2.16582, -0.41225, -4.13648)  0.0902
H (-0.77680, -0.77470, -3.07674)  0.0741
H (-1.29626, 0.89397, -3.28482)  0.0809
H (-2.18938, -2.30924, -2.22821)  0.1171
H (-3.89900, -1.84479, -2.32588)  0.1165
H (-3.45172, -2.97052, -0.21232)  0.1151
H (-3.78766, -1.28183, 0.14095)  0.0986
H (0.03954, -4.81483, 4.24477)  0.1190
N (2.01569, -1.76994, -2.19342)  0.0728
C (2.66277, -0.63137, -1.53386)  -0.3389
C (4.18057, -0.68925, -1.46571)  -0.1576
C (4.78781, 0.28690, -0.45216)  -0.1637
C (4.47974, 1.77379, -0.66635)  -0.1557
N (3.16015, 2.12254, -0.13405)  0.0744
C (2.28422, 2.99383, -0.63038)  -0.4791
N (2.45203, 3.52430, -1.85740)  0.1897
N (1.24957, 3.37932, 0.12309)  0.1295
C (2.17709, 0.64005, -2.24444)  -0.6381
O (2.94280, 1.21231, -3.04787)  -0.0260
O (1.02958, 1.03816, -1.91467)  -0.2148
H (2.04598, -2.59068, -1.60127)  0.0659
H (2.48465, -1.98429, -3.06617)  0.0789
H (2.27794, -0.59974, -0.50919)  0.0864
H (4.58591, -0.50296, -2.46416)  0.1143
H (4.47294, -1.70291, -1.17418)  0.1135
H (5.87399, 0.16644, -0.46137)  0.1069
H (4.46174, 0.00698, 0.55628)  0.1080
H (4.51894, 2.01288, -1.72501)  0.1062
H (5.23135, 2.37579, -0.14655)  0.1160
H (2.83808, 1.62739, 0.69931)  -0.0199
H (2.75388, 2.83113, -2.55770)  0.0665
H (1.65061, 4.05607, -2.16412)  0.1158
H (1.11978, 2.87153, 0.99808)  0.0201
H (0.37351, 3.61657, -0.34791)  -0.0960
Se (-1.73998, 3.35341, -0.33223)  0.5679
C (-2.02130, 2.57480, 1.39592)  -0.7307
C (-2.75764, 1.39106, 1.53843)  -0.2177
C (-2.86001, 0.73945, 2.76303)  -0.0851
C (-2.25462, 1.27628, 3.88720)  -0.0989
C (-1.55194, 2.46996, 3.77187)  -0.1077
C (-1.43265, 3.10786, 2.54857)  -0.1608
H (-3.25454, 0.97250, 0.66788)  0.0672
H (-3.40324, -0.19668, 2.82462)  0.1028
H (-2.31271, 0.76291, 4.83804)  0.0989
H (-1.06470, 2.89390, 4.64178)  0.1008
H (-0.86555, 4.02752, 2.46998)  0.0955
Br (1.43270, 0.48699, 2.23422)  -0.0653

Cartesian forces, eV/Å:
Sr -0.2 -0.2 0.1
C 0.0 0.0 0.0
N 0.1 0.0 0.0
C 0.0 0.0 0.0
C 0.0 0.0 0.0
C 0.0 0.0 0.0
N 0.0 0.0 0.0
C 0.0 0.0 0.0
C 0.0 0.0 0.0
F 0.0 0.0 0.0
C 0.0 0.0 0.0
F 0.0 0.0 0.0
C 0.0 0.0 0.0
C 0.0 0.0 0.0
F 0.0 0.0 0.0
C 0.0 0.0 0.0
F 0.0 0.0 0.0
H 0.0 0.0 0.0
H 0.0 0.0 0.0
H 0.0 0.0 0.0
H 0.0 0.0 0.0
H 0.0 0.0 0.0
H 0.0 0.0 0.0
H 0.0 0.0 0.0
H 0.0 0.0 0.0
H 0.0 0.0 0.0
H 0.0 0.0 0.0
H 0.0 0.0 0.0
N 0.0 0.0 0.0
C 0.0 -0.1 -0.1
C 0.1 -0.1 0.1
C 0.0 0.0 0.0
C 0.0 0.0 0.1
N 0.1 0.1 -0.1
C 0.2 0.1 0.2
N 0.0 0.5 0.2
N 1.1 -0.3 0.1
C 0.1 -0.3 0.1
O -0.2 -0.3 -0.3
O -0.3 0.0 -0.3
H 0.0 0.0 0.0
H 0.0 0.0 0.0
H 0.0 0.0 0.0
H 0.0 0.0 0.0
H 0.0 0.0 0.0
H 0.0 0.0 0.0
H 0.0 0.0 0.0
H 0.1 0.0 0.1
H 0.0 0.0 0.0
H 0.1 0.0 0.1
H 0.0 -0.1 0.0
H 0.0 0.0 0.0
H 0.1 0.2 0.0
H -0.2 0.1 0.2
Se -1.1 -0.1 -0.2
C 0.1 0.0 0.1
C 0.0 0.0 0.0
C 0.0 0.0 0.0
C 0.0 0.0 0.0
C 0.0 0.0 0.0
C 0.0 0.0 0.0
H 0.0 0.0 0.0
H 0.0 0.0 0.0
H 0.0 0.0 0.0
H 0.0 0.0 0.0
H 0.0 0.0 0.0
Br -0.1 0.2 -0.2

(3)
DFT (ωB97M-V/def2-TZVPD) results for C22H30BrN4O2Ti as an isolated structure.

Calculated values
M = 510.28 g/mol
E_HOMO = -16.9 eV
LUMO = -11.1017 eV
Total charge = +3
Energy above the lowest of the compared OMol25 structures with the same formula, charge and spin = 0.9 kcal/mol
Calculated total energy = -4648.36818 Eh
Frontier orbital gap = 5.8 eV

Last column: Löwdin charge in e.
CARTESIAN COORDINATES (ANGSTROEM)
Ti (-0.31696, -0.61485, -1.07366)  1.0564
O (1.34436, -1.65795, -0.25007)  -0.0951
C (2.66896, -1.59218, -0.78768)  -0.1904
C (3.64213, -2.37179, -0.20433)  0.0184
C (4.92826, -2.33551, -0.73031)  -0.0083
C (5.21100, -1.53959, -1.82884)  -0.0156
C (4.20816, -0.77444, -2.40190)  0.0133
C (2.91334, -0.76910, -1.88245)  -0.1078
C (1.88469, 0.10497, -2.54850)  -0.2431
O (0.61147, -0.62136, -2.52732)  -0.1589
N (1.51507, 1.36912, -1.93291)  0.0545
N (0.81886, 1.07263, -0.73977)  -0.1159
C (0.90147, 1.87093, 0.28984)  -0.1220
C (0.21489, 1.65443, 1.49372)  -0.5039
Br (-0.85496, 0.05823, 1.50681)  1.0280
C (0.33168, 2.51803, 2.56329)  -0.0019
C (-0.16544, 2.59123, 3.88274)  -0.2020
C (0.24580, 3.72969, 4.62110)  0.0191
C (-0.16738, 3.91839, 5.92091)  -0.0138
C (-0.99607, 2.97141, 6.51160)  0.0171
C (-1.41363, 1.83618, 5.80774)  -0.0244
C (-1.01023, 1.64246, 4.51080)  -0.0195
H (1.36897, -2.12914, 0.59363)  0.1348
H (3.41694, -3.01227, 0.64118)  0.1375
H (5.70191, -2.94486, -0.28371)  0.1345
H (6.20776, -1.52453, -2.24644)  0.1328
H (4.42817, -0.16848, -3.27289)  0.1368
H (2.15228, 0.29899, -3.58667)  0.1769
H (2.32022, 1.97465, -1.77867)  0.1623
H (1.53258, 2.75621, 0.23253)  0.1655
H (0.98058, 3.35287, 2.30297)  0.1391
H (0.89380, 4.45976, 4.15194)  0.1308
H (0.14979, 4.79000, 6.47539)  0.1316
H (-1.32377, 3.11105, 7.53372)  0.1346
H (-2.05458, 1.11454, 6.29422)  0.1271
H (-1.34681, 0.75657, 3.99586)  0.0550
C (-0.71172, -3.55022, -1.70856)  -0.0233
N (-1.51914, -2.39626, -1.19741)  -0.3552
C (-2.25112, -2.84246, 0.02159)  -0.0439
C (-2.49014, -1.98860, -2.27324)  -0.1386
C (-3.09364, -0.63130, -1.97950)  -0.1402
N (-2.03358, 0.42527, -1.91462)  -0.3347
C (-2.56089, 1.60070, -1.16311)  -0.0489
C (-1.71799, 0.89904, -3.30387)  -0.0242
H (-1.39629, -4.31378, -2.08179)  0.1241
H (-0.11830, -3.96420, -0.89734)  0.1042
H (-0.06089, -3.22407, -2.51813)  0.1025
H (-2.85112, -3.72297, -0.21648)  0.1246
H (-2.90998, -2.05790, 0.38831)  0.0839
H (-1.53437, -3.11095, 0.79683)  0.0996
H (-3.27921, -2.74287, -2.33538)  0.1585
H (-1.95412, -1.99817, -3.22434)  0.1358
H (-3.62119, -0.63637, -1.02522)  0.1278
H (-3.82322, -0.36874, -2.74929)  0.1579
H (-3.44687, 1.98172, -1.67338)  0.1214
H (-1.80253, 2.38103, -1.14199)  0.1025
H (-2.83188, 1.31222, -0.15087)  0.0668
H (-2.60246, 1.39038, -3.71059)  0.1207
H (-1.44286, 0.05940, -3.93608)  0.0979
H (-0.88983, 1.60280, -3.25939)  0.0974

Cartesian forces, eV/Å:
Ti 0.3 -0.1 -0.4
O -0.3 0.0 -0.1
C -0.1 0.1 0.0
C 0.1 0.0 -0.1
C 0.0 0.0 0.0
C 0.0 0.0 0.0
C -0.1 0.0 0.0
C 0.2 0.0 0.0
C -0.4 -0.3 -0.2
O 0.2 0.3 0.4
N 0.2 0.2 0.1
N -0.1 0.0 0.1
C 0.0 -0.1 0.0
C 0.0 0.1 0.1
Br 0.1 0.0 -0.1
C 0.0 0.0 0.0
C 0.0 0.0 0.0
C 0.0 0.0 0.0
C 0.0 0.0 0.0
C 0.0 0.0 0.0
C 0.0 0.0 0.0
C 0.0 0.0 0.0
H 0.1 0.0 0.1
H 0.0 0.0 0.0
H 0.0 0.0 0.0
H 0.0 0.0 0.0
H 0.0 0.0 0.0
H 0.0 0.0 0.0
H 0.0 0.0 0.0
H 0.0 0.0 0.0
H 0.0 0.0 0.0
H 0.0 0.0 0.0
H 0.0 0.0 0.0
H 0.0 0.0 0.0
H 0.0 0.0 0.0
H 0.0 0.0 0.0
C -0.1 0.1 0.0
N -0.1 0.1 0.0
C 0.0 0.0 0.0
C -0.1 -0.1 0.1
C -0.1 0.0 0.0
N 0.0 -0.2 0.1
C 0.1 0.0 0.0
C 0.0 0.0 0.1
H 0.0 -0.1 0.0
H 0.0 0.0 0.0
H 0.0 0.0 0.0
H 0.0 0.0 0.0
H 0.0 0.0 0.0
H 0.0 0.0 0.0
H 0.0 0.0 -0.1
H 0.0 0.0 0.0
H 0.0 0.0 0.0
H 0.0 0.0 0.0
H 0.0 0.0 0.0
H 0.0 0.0 0.0
H 0.0 0.0 0.0
H 0.0 0.0 0.0
H 0.0 0.0 0.0
H 0.0 0.0 0.0

(4)
DFT (ωB97M-V/def2-TZVPD) results for C22H30ClPRe as an isolated structure in a non-equilibrium geometry.

Calculated values
M = 547.12 g/mol
E_HOMO (spin up / spin down) = -14.0 / -14.8 eV
LUMO (spin up / spin down) = -6.8477 / -10.1057 eV
Total charge = +2
Energy above the lowest of the compared OMol25 structures with the same formula, charge and spin = 0.0 kcal/mol
Multiplicity = 4
Calculated total energy = -1735.40597 Eh
Frontier orbital gap (spin up / spin down) = 7.2 / 4.7 eV

Last column: Mulliken spin population.
CARTESIAN COORDINATES (ANGSTROEM)
C (0.29474, -0.13783, -6.39736)  0.0000
C (1.67510, 0.42182, -6.77562)  0.0001
C (0.07080, -1.48186, -7.10795)  0.0001
C (-0.79772, 0.85684, -6.82033)  0.0000
Cl (0.22127, -0.38261, -4.65174)  -0.0018
H (0.11067, -1.36846, -8.19972)  0.0000
H (-0.90823, -1.89852, -6.85265)  0.0000
H (0.83870, -2.20652, -6.82079)  0.0000
H (1.75709, 0.58528, -7.85873)  0.0000
H (2.46975, -0.27127, -6.48345)  0.0000
H (1.85569, 1.38081, -6.28063)  0.0000
H (-0.78095, 1.03151, -7.90474)  0.0000
H (-0.65763, 1.82319, -6.32649)  0.0000
H (-1.79102, 0.47843, -6.56069)  0.0000
C (1.61819, -2.16745, 1.55410)  -0.0037
C (0.90162, -3.04972, 0.66435)  -0.0872
C (1.24065, -2.65777, -0.68025)  -0.0048
H (0.45850, -3.97902, 0.97887)  0.0066
C (2.15766, -1.57304, -0.60943)  0.0832
C (2.36933, -1.25056, 0.74366)  0.1367
H (3.02843, -0.48960, 1.11992)  0.0184
H (1.78861, -2.37908, 2.59321)  0.0060
H (1.01636, -3.23862, -1.55938)  0.0007
H (2.63477, -1.08953, -1.44506)  0.0102
C (-1.93945, 0.15995, 0.97317)  0.0873
C (-1.82742, -1.06624, 1.74360)  0.0427
C (-1.94225, -2.16010, 0.81984)  -0.0741
H (-1.91242, -1.13876, 2.81001)  0.0073
C (-2.00874, -1.59751, -0.49992)  0.0038
C (-2.08111, -0.17880, -0.37517)  0.0619
H (-2.24587, 0.52036, -1.17970)  0.0116
H (-2.01509, 1.15228, 1.39158)  0.0032
H (-2.05897, -3.19504, 1.09758)  0.0068
H (-2.24044, -2.14804, -1.39608)  0.0018
Re (-0.17225, -1.21485, 0.59476)  2.3333
C (2.08651, 1.31230, 3.23141)  0.0324
P (0.42019, 0.69064, 2.68225)  0.1899
C (0.58586, -0.68191, 3.91920)  0.0427
C (-0.52735, 1.88280, 3.69724)  0.0539
C (-1.63151, 1.42826, 4.42168)  0.0150
C (-2.18300, 2.22034, 5.43430)  -0.0066
C (-1.67074, 3.49043, 5.69553)  0.0186
C (-0.61894, 3.98217, 4.91214)  -0.0083
C (-0.08851, 3.20030, 3.88615)  0.0256
H (2.88700, 0.59928, 3.02288)  0.0008
H (1.98240, 1.46783, 4.31421)  0.0021
H (2.32011, 2.26783, 2.75040)  -0.0016
H (1.62588, -0.97662, 3.99780)  -0.0002
H (0.21933, -0.33627, 4.86788)  0.0017
H (0.03104, -1.56353, 3.64458)  -0.0154
H (-2.01919, 0.42897, 4.27803)  -0.0030
H (-3.00346, 1.83020, 6.03680)  0.0003
H (-2.07616, 4.10196, 6.50134)  0.0008
H (-0.19728, 4.96802, 5.11224)  -0.0001
H (0.72949, 3.59736, 3.29514)  0.0016

Cartesian forces, eV/Å:
C 0.1 0.3 -2.6
C 0.1 0.0 0.3
C 0.0 -0.1 0.2
C -0.1 0.0 0.3
Cl -0.1 -0.2 1.2
H 0.0 0.2 0.3
H 0.1 0.1 0.0
H -0.1 0.1 0.0
H -0.2 -0.1 0.3
H -0.1 0.1 0.0
H 0.0 -0.1 0.0
H 0.2 -0.2 0.3
H 0.0 -0.1 0.0
H 0.1 0.0 0.0
C 1.1 -0.7 -1.0
C 1.4 -0.7 0.1
C 0.5 -0.1 0.6
H -0.2 -0.1 -0.1
C -1.1 -0.2 -0.1
C -0.5 -0.5 1.0
H 0.0 0.2 0.0
H -0.3 0.2 0.1
H -0.4 0.3 -0.2
H -0.1 0.1 -0.2
C -0.9 -0.3 1.0
C -3.5 0.3 0.1
C -2.7 -0.6 0.5
H 0.3 -0.1 0.2
C -1.7 -0.1 0.2
C 0.1 -0.5 -0.2
H 0.4 0.0 -0.2
H 0.3 0.0 0.0
H 0.1 -0.1 -0.1
H 0.5 -0.2 -0.2
Re 6.4 2.8 -2.6
C 0.1 0.7 -0.8
P 1.9 0.5 1.8
C -0.6 -0.4 -0.4
C -0.9 0.2 -0.3
C 0.0 0.4 0.6
C -0.1 0.0 -0.1
C 0.3 0.0 -0.3
C -0.3 -0.2 -0.1
C 0.2 0.0 0.2
H -0.1 0.1 0.0
H 0.2 -0.1 -0.4
H 0.1 -0.2 0.1
H 0.1 0.2 0.1
H 0.0 0.2 0.5
H -0.3 -0.4 0.1
H 0.0 -0.1 0.1
H 0.2 0.1 -0.2
H 0.1 -0.2 -0.2
H -0.2 -0.3 -0.1
H -0.1 0.0 0.1